C27H23Cl4N7O2Sn | ωB97M-V/def2-TZVPD

The gap between HOMO and LUMO comes out at 6.8 eV. The value obtained for the HOMO energy is -0.271 Ha. The calculation puts the energy relative to the best compared isomer or geometry (same formula, charge and spin) at 2.9 kcal/mol. For the LUMO energy, the calculation gives -0.022 hartree. The total energy comes out at -3631.58796 a.u. The calculation puts the largest force on an atom at 0.9 eV Å⁻¹.

Structure (ORCA input):
```
! RIJCOSX wB97M-V def2-TZVPD def2/J DEFGRID3
* xyz 0 1
Sn 0.438 -0.620 -1.144
C 4.695 0.604 -0.101
C 4.810 0.593 1.278
C 3.840 -0.041 2.037
C 2.770 -0.649 1.397
N 2.651 -0.614 0.064
C 3.589 -0.006 -0.665
C 1.707 -1.394 2.136
C 1.616 -1.402 3.524
C 0.610 -2.152 4.108
C -0.269 -2.858 3.303
C -0.113 -2.779 1.922
N 0.860 -2.066 1.370
C -1.022 -3.494 0.976
C -2.302 -3.889 1.355
C -3.099 -4.542 0.431
C -2.600 -4.777 -0.838
C -1.318 -4.333 -1.129
N -0.544 -3.707 -0.249
H 5.431 1.084 -0.729
H 5.650 1.071 1.765
H 3.935 -0.066 3.114
H 3.435 -0.002 -1.738
H 2.299 -0.836 4.143
H 0.516 -2.192 5.186
H -1.037 -3.477 3.744
H -2.685 -3.670 2.342
H -4.100 -4.855 0.699
H -3.188 -5.286 -1.589
H -0.888 -4.479 -2.114
Cl 3.619 3.314 -5.790
C 2.914 1.962 -4.980
C 2.973 0.694 -5.545
Cl 3.756 0.453 -7.064
C 2.401 -0.393 -4.877
Cl 2.458 -1.985 -5.546
C 1.769 -0.225 -3.651
O 1.210 -1.223 -2.972
C 1.707 1.067 -3.079
O 1.098 1.190 -1.901
C 2.282 2.140 -3.747
Cl 2.186 3.699 -3.002
C -2.444 1.453 -0.661
N -1.462 1.246 0.412
C -0.802 2.537 0.672
N -1.761 3.572 1.060
C -2.738 3.717 -0.024
N -3.443 2.461 -0.306
C -4.111 2.026 0.923
N -3.172 1.837 2.036
C -2.180 0.841 1.622
C -2.472 3.110 2.254
H -2.945 0.504 -0.867
H -1.914 1.774 -1.561
H -0.269 2.845 -0.230
H -0.077 2.402 1.479
H -2.220 4.043 -0.927
H -3.469 4.477 0.257
H -4.624 1.081 0.732
H -4.851 2.775 1.209
H -2.687 -0.109 1.430
H -1.458 0.696 2.430
H -1.755 2.983 3.068
H -3.203 3.866 2.547
*
```

C73H63FGeN3OP3RhS | ωB97M-V/def2-TZVPD

The gap between HOMO and LUMO comes out at 4.4 eV. The value obtained for the HOMO energy is -0.491 Ha. The calculation puts the energy relative to the best compared isomer or geometry (same formula, charge and spin) at 86.3 kcal/mol. For the LUMO energy, the calculation gives -0.329 hartree. The total energy comes out at -6767.62233 a.u. The calculation puts the largest force on an atom at 5.9 eV Å⁻¹.

Structure (ORCA input):
```
! RIJCOSX wB97M-V def2-TZVPD def2/J DEFGRID3
* xyz 3 1
Rh 0.994 0.250 0.409
F -0.081 4.752 0.570
Ge 0.233 2.956 0.585
C -1.829 2.589 0.802
C -2.557 3.794 0.768
C -3.940 3.873 0.737
C -4.697 2.717 0.756
C -4.037 1.510 0.821
C -2.622 1.425 0.833
P -2.285 -0.368 0.832
C -3.346 -1.034 2.129
C -3.728 -0.258 3.221
C -4.500 -0.821 4.224
C -4.900 -2.146 4.136
C -4.513 -2.927 3.052
C -3.726 -2.377 2.056
C -0.867 -1.484 0.940
C -0.517 -2.252 -0.172
C 0.269 -3.379 -0.011
C 0.729 -3.735 1.248
C 0.398 -2.960 2.354
C -0.417 -1.851 2.212
C 1.623 3.338 1.992
C 1.990 4.674 2.182
C 2.978 5.010 3.097
C 3.597 4.032 3.861
C 3.223 2.710 3.700
C 2.267 2.364 2.743
P 1.765 0.647 2.578
C 0.809 0.579 4.132
C -0.367 1.330 4.180
C -1.095 1.414 5.354
C -0.667 0.733 6.488
C 0.508 0.002 6.449
C 1.256 -0.068 5.279
C 3.244 -0.382 2.823
C 3.126 -1.687 3.302
C 4.245 -2.499 3.416
C 5.489 -2.028 3.024
C 5.610 -0.743 2.515
C 4.494 0.075 2.414
C 0.560 3.079 -1.393
C -0.225 3.982 -2.110
C 0.011 4.209 -3.459
C 1.031 3.528 -4.109
C 1.817 2.630 -3.406
C 1.580 2.393 -2.049
P 2.651 1.323 -1.030
C 4.111 2.410 -0.826
C 4.866 2.705 -1.967
C 5.904 3.615 -1.898
C 6.219 4.233 -0.694
C 5.501 3.918 0.446
C 4.448 3.013 0.379
C 3.330 0.016 -2.098
C 4.500 -0.605 -1.651
C 5.054 -1.654 -2.364
C 4.440 -2.105 -3.529
C 3.275 -1.499 -3.973
C 2.722 -0.442 -3.261
H -2.013 4.719 0.797
H -4.416 4.845 0.710
H -5.779 2.746 0.746
H -4.649 0.618 0.868
H -3.429 0.779 3.290
H -4.800 -0.220 5.073
H -5.509 -2.578 4.919
H -4.816 -3.963 2.995
H -3.392 -2.992 1.231
H -0.872 -1.987 -1.156
H 0.506 -3.994 -0.870
H 1.321 -4.632 1.373
H 0.745 -3.237 3.341
H -0.737 -1.313 3.092
H 1.519 5.455 1.613
H 3.256 6.049 3.218
H 4.361 4.294 4.581
H 3.684 1.942 4.310
H -0.688 1.882 3.302
H -1.986 2.024 5.401
H -1.239 0.792 7.405
H 0.860 -0.500 7.341
H 2.193 -0.605 5.282
H 2.156 -2.073 3.584
H 4.147 -3.500 3.817
H 6.364 -2.658 3.119
H 6.578 -0.367 2.210
H 4.608 1.075 2.021
H -1.005 4.539 -1.611
H -0.579 4.943 -3.993
H 1.225 3.710 -5.158
H 2.619 2.119 -3.919
H 4.659 2.215 -2.909
H 6.475 3.842 -2.789
H 7.027 4.952 -0.649
H 5.749 4.373 1.396
H 3.894 2.785 1.272
H 4.980 -0.254 -0.745
H 5.973 -2.112 -2.023
H 4.881 -2.911 -4.100
H 2.805 -1.838 -4.888
H 1.826 0.038 -3.634
C 3.356 -4.551 -0.238
N 2.329 -4.028 -1.125
C 1.798 -4.678 -2.218
C 0.865 -3.883 -2.750
N 0.814 -2.706 -1.977
C 1.727 -2.831 -0.951
S 2.131 -1.868 0.363
C 0.029 -1.589 -2.353
C -0.593 -1.631 -3.605
C -1.332 -0.554 -4.043
C -1.481 0.540 -3.205
C -0.873 0.484 -1.972
N -0.104 -0.535 -1.539
H 3.670 -5.522 -0.610
H 2.958 -4.649 0.772
H 4.206 -3.871 -0.209
H 2.125 -5.655 -2.528
H 0.239 -4.077 -3.596
H -0.475 -2.476 -4.261
H -1.779 -0.572 -5.028
H -2.021 1.428 -3.504
H -0.992 1.308 -1.287
C -7.868 -2.494 -4.539
C -6.713 -1.938 -3.789
C -5.740 -2.790 -3.234
C -4.686 -2.317 -2.503
C -3.650 -3.277 -2.010
C -4.599 -0.889 -2.275
C -3.713 -0.269 -1.440
O -2.844 -0.880 -0.644
C -5.541 0.001 -2.934
C -5.429 1.496 -2.830
C -6.568 -0.547 -3.648
H -7.843 -3.579 -4.584
H -7.884 -2.098 -5.557
H -8.802 -2.177 -4.068
H -5.825 -3.857 -3.400
H -3.846 -4.274 -2.398
H -3.645 -3.331 -0.922
H -2.656 -2.970 -2.332
H -3.688 0.813 -1.390
H -4.455 1.847 -3.174
H -5.569 1.842 -1.804
H -6.190 1.971 -3.443
H -7.292 0.104 -4.121
*
```